Molecular formula: H32NO14
Method: DFT, ωB97M-V/def2-TZVPD

Structure (ORCA input):
```
! wB97M-V def2-TZVPD RIJCOSX def2/J DEFGRID3
* xyz 1 1
N 0.13 0.28 -0.01
H -0.35 0.09 0.85
H 1.11 0.16 0.02
H -0.02 1.24 -0.18
H -0.28 -0.31 -0.78
O 1.13 -0.41 -3.09
H 1.99 -0.37 -3.48
H 0.52 -0.27 -3.85
O 0.26 3.68 -0.03
H -0.47 3.47 0.60
H 0.74 4.35 0.46
O -1.99 2.47 0.95
H -2.58 3.11 0.65
H -1.76 2.53 1.93
O -2.11 0.08 2.72
H -2.89 -0.45 2.64
H -2.24 0.62 3.49
O 3.27 1.62 0.74
H 2.90 1.59 -0.13
H 4.05 1.10 0.56
O 1.05 -1.94 1.81
H 0.50 -2.01 2.60
H 1.99 -1.74 1.93
O -1.84 0.16 -2.95
H -2.43 0.35 -2.19
H -1.85 -0.79 -3.09
O 2.66 -1.59 -1.03
H 2.17 -1.60 -1.84
H 2.90 -2.48 -0.84
O 1.23 1.24 2.59
H 1.49 0.59 3.23
H 2.05 1.32 2.08
O -0.77 -2.28 3.62
H -1.09 -1.46 3.28
H -1.30 -2.98 3.20
O -3.08 0.41 -0.31
H -2.78 0.96 0.39
H -4.05 0.41 -0.36
O -1.62 -2.50 -2.96
H -1.38 -2.60 -2.03
H -2.34 -3.15 -3.11
O 0.14 -2.82 -0.76
H 0.69 -2.47 -0.09
H 0.69 -2.96 -1.52
O 2.12 1.72 -1.62
H 1.75 1.05 -2.17
H 1.76 2.55 -1.92
*
```

Calculated values
Frontier orbital gap in eV: 10.5
ΔE to the lowest compared entry with this formula, charge and spin in eV: 0.000

Molecular formula: H32O16
Method: DFT, ωB97M-V/def2-TZVPD

Structure (ORCA input):
```
! wB97M-V def2-TZVPD RIJCOSX def2/J DEFGRID3
* xyz 0 1
O -16.80 4.74 -4.47
H -16.57 3.89 -4.96
H -16.02 5.30 -4.57
O -19.88 5.73 -3.88
H -20.54 6.38 -4.05
H -19.46 5.63 -4.76
O -15.26 8.68 -2.51
H -16.02 8.25 -2.27
H -15.56 9.26 -3.26
O -18.52 7.90 -5.38
H -18.62 7.10 -5.90
H -19.22 8.57 -5.60
O -19.72 2.99 -1.16
H -19.91 2.84 -2.11
H -18.97 3.51 -1.00
O -17.63 8.56 -0.44
H -18.26 8.48 -1.11
H -17.41 9.49 -0.52
O -19.75 2.85 -4.04
H -18.97 2.78 -4.57
H -19.78 3.84 -3.89
O -18.34 9.81 -3.21
H -18.81 8.96 -3.19
H -19.02 10.43 -2.94
O -19.81 7.25 1.04
H -20.06 7.33 0.11
H -20.54 6.82 1.45
O -16.99 3.55 -1.79
H -17.12 2.64 -1.71
H -16.81 3.70 -2.70
O -15.48 7.25 0.49
H -16.28 7.60 0.08
H -14.93 8.04 0.58
O -20.44 8.26 -1.74
H -21.22 8.76 -1.51
H -20.60 7.38 -2.04
O -17.89 5.33 0.41
H -18.41 5.95 0.78
H -17.05 5.33 0.90
O -21.51 5.77 -1.28
H -21.83 5.54 -0.41
H -20.89 5.08 -1.34
O -17.85 6.49 -2.20
H -18.09 5.90 -1.46
H -18.21 6.17 -3.00
O -14.95 5.54 -1.57
H -15.91 5.48 -1.58
H -15.04 6.27 -0.92
*
```

Calculated values
Frontier orbital gap in eV: 8.8
ΔE to the lowest compared entry with this formula, charge and spin in eV: 5.250

Molecular formula: H33O17
Method: DFT, ωB97M-V/def2-TZVPD

Structure (ORCA input):
```
! wB97M-V def2-TZVPD RIJCOSX def2/J DEFGRID3
* xyz -1 1
O -1.05 2.57 -0.36
H -0.80 3.09 0.49
H -0.17 2.25 -0.55
O 2.60 -0.55 0.45
H 1.81 -0.10 0.15
H 2.49 -1.47 0.40
O -0.54 -1.49 -3.52
H -0.96 -2.43 -3.14
H -0.19 -0.95 -2.65
O 1.54 -1.20 -5.22
H 2.05 -1.05 -4.50
H 0.72 -1.07 -4.75
O 2.64 -3.81 1.92
H 2.58 -3.44 1.12
O 3.51 0.31 2.85
H -3.48 2.87 -0.78
H 2.94 0.79 3.31
O 1.58 1.09 -1.19
H 1.25 0.09 -1.19
H 2.47 1.32 -0.90
O -1.42 4.06 -3.52
H -1.43 3.36 -2.88
H 3.59 -4.04 1.92
O -1.09 0.86 1.40
H -1.43 0.55 0.56
H -0.80 1.66 1.16
O -3.84 -1.85 -3.02
H -4.17 -0.98 -3.45
H -2.84 -1.53 -3.10
O 0.38 -1.34 -1.11
H -0.27 -2.03 -1.32
H 1.09 -2.50 3.48
O -1.81 -0.15 3.35
H -2.50 -0.09 2.49
H -0.92 0.13 2.98
O 0.60 -1.75 3.05
H 0.72 -1.61 2.10
H 3.49 -0.03 1.94
O 5.21 -1.08 -2.05
H 4.57 -1.07 -1.49
H 5.56 -0.12 -2.10
O -4.29 3.02 -1.41
H -3.84 3.87 -1.72
H -0.86 3.52 -4.18
O -4.43 -2.78 3.33
H -4.37 -2.63 2.43
H -3.81 -2.05 3.69
O -0.99 3.51 5.33
H -0.30 3.68 4.77
H -0.76 2.58 5.42
*
```

Calculated values
Frontier orbital gap in eV: 8.3
ΔE to the lowest compared entry with this formula, charge and spin in eV: 7.946

Molecular formula: H33O17
Method: DFT, ωB97M-V/def2-TZVPD

Structure (ORCA input):
```
! wB97M-V def2-TZVPD RIJCOSX def2/J DEFGRID3
* xyz -1 1
O -2.27 -2.01 0.67
H -1.58 -1.86 -0.07
H -1.73 -1.57 1.45
O -1.91 -4.95 -1.07
H -1.46 -4.79 -0.26
H -1.35 -4.93 -1.88
O -1.45 1.06 1.67
H -1.19 2.00 2.02
H -0.56 0.50 1.76
O 1.32 5.68 0.75
H 1.21 4.80 1.19
H 0.46 5.85 0.42
O -3.53 1.02 -0.42
H -3.75 0.06 -0.12
O 0.58 -0.29 1.00
H 2.64 1.91 0.84
H 1.51 -0.17 0.73
O 2.60 0.58 -3.54
H 2.88 1.47 -3.33
H 2.71 0.66 -4.54
O 1.83 2.46 4.78
H 1.37 3.03 4.16
H -2.65 0.87 -0.08
O 3.89 -1.94 0.77
H 3.75 -1.80 1.62
H 3.14 -1.96 0.35
O -0.34 -3.99 3.84
H 0.18 -3.33 3.30
H 0.24 -4.67 4.17
O -1.32 4.48 -1.07
H -0.55 3.87 -1.10
H -2.11 3.99 -0.99
O 0.19 1.94 -1.13
H 0.37 1.70 -0.20
H 0.65 1.40 -1.72
O 0.54 -2.06 -0.99
H 1.36 -1.81 -1.47
H 0.54 -1.55 -0.15
O 1.01 -1.56 3.31
H 0.61 -0.64 3.41
H 0.97 -1.61 2.33
O 2.44 1.45 0.11
H 3.07 0.75 0.25
H 2.35 1.81 4.20
O -2.91 -1.62 -3.09
H -2.95 -2.01 -2.23
H -2.02 -1.51 -3.31
O -1.27 -0.26 -5.65
H -1.15 -0.61 -4.82
H -2.11 0.06 -5.38
*
```

Calculated values
Frontier orbital gap in eV: 8.5
ΔE to the lowest compared entry with this formula, charge and spin in eV: 4.478

Molecular formula: H33O17
Method: DFT, ωB97M-V/def2-TZVPD

Structure (ORCA input):
```
! wB97M-V def2-TZVPD RIJCOSX def2/J DEFGRID3
* xyz -1 1
O 4.03 -3.64 0.25
H 3.85 -4.48 0.42
H 3.40 -3.04 0.81
O -4.64 4.60 -0.49
H -4.55 3.99 0.25
H -4.18 4.03 -1.18
O -0.26 -3.79 1.05
H -0.08 -3.12 0.31
H 0.05 -3.16 1.72
O -2.53 2.44 1.33
H -1.86 3.03 1.68
H -2.43 2.25 0.41
O 2.06 1.01 -2.29
H 0.74 0.43 -0.07
O 0.57 2.89 -0.35
H -2.08 1.39 5.25
H 1.13 2.57 -1.02
O 2.20 -3.90 -2.92
H -2.62 -0.46 -0.73
H 2.86 -4.35 -2.41
O -1.83 2.73 -2.88
H -2.47 2.20 -2.43
H 1.88 0.31 -2.83
O -2.48 -1.21 -0.19
H 1.28 -3.67 -2.71
H -1.52 -1.17 -0.22
O -1.17 0.21 -2.84
H -0.69 0.83 -3.29
H -0.76 -0.27 -2.11
O -4.06 -2.18 1.69
H -3.42 -2.67 2.18
H 3.85 0.98 -2.48
O 0.55 -0.53 -0.21
H 1.32 -1.30 0.45
H 2.88 0.55 1.02
O 4.35 1.41 -3.25
H 5.14 0.89 -3.31
H 1.48 0.92 -1.51
O 0.24 -1.33 3.27
H 0.74 -0.58 3.05
H -0.56 -1.11 2.81
O -1.59 2.14 5.66
H -0.65 1.84 5.58
H -2.43 3.31 -3.37
O 2.40 1.17 1.60
H -3.46 -1.97 1.00
H 1.59 0.79 1.30
O 2.10 -1.92 0.84
H 2.46 -2.24 0.02
H -0.35 2.86 -0.64
*
```

Calculated values
Frontier orbital gap in eV: 8.7
ΔE to the lowest compared entry with this formula, charge and spin in eV: 4.062

Molecular formula: H33O17
Method: DFT, ωB97M-V/def2-TZVPD

Structure (ORCA input):
```
! wB97M-V def2-TZVPD RIJCOSX def2/J DEFGRID3
* xyz -1 1
O 3.11 3.44 -2.62
H 3.51 3.87 -1.83
H 2.37 2.80 -2.30
O 0.22 2.29 -3.67
H -0.23 2.12 -2.90
H -0.23 2.72 -4.30
O 0.79 -0.54 3.82
H 1.16 0.03 4.47
H 0.00 -0.31 3.56
O -0.54 -2.39 -3.75
H -0.04 -2.67 -2.89
H -0.19 -1.60 -3.76
O -0.36 -4.24 4.20
H 0.88 3.02 -1.28
O -1.40 0.83 1.72
H 0.69 -0.18 1.16
H -1.28 -0.06 1.41
O 0.86 -2.92 0.19
H -3.14 0.00 1.91
H 1.82 -3.02 0.33
O -2.88 -2.14 -2.09
H -2.29 -1.54 -2.66
H 0.16 -4.84 3.67
O -3.40 -0.40 1.16
H 0.51 -1.89 0.37
H 0.51 1.98 -0.11
O 0.10 0.78 -1.49
H -0.59 0.22 -2.15
H -2.96 -0.11 0.38
O -3.18 -4.02 1.63
H -2.78 -3.11 1.42
H -0.01 0.34 -0.48
O 1.06 2.86 -0.34
H 4.47 1.71 -0.83
H -1.69 3.46 -0.42
O 2.44 -0.40 -2.69
H 1.80 0.09 -2.06
H 0.00 -3.35 3.90
O 1.35 2.90 3.26
H 0.89 2.51 2.50
H 0.69 2.72 4.00
O 0.05 -0.66 0.76
H 1.83 -1.10 -2.97
H -3.79 -1.95 -2.16
O -2.51 2.95 -0.35
H -3.31 -4.10 2.60
H -2.26 2.22 0.26
O 4.72 0.78 -0.47
H 3.89 0.21 -0.67
H -0.83 0.73 2.54
*
```

Calculated values
Frontier orbital gap in eV: 8.7
ΔE to the lowest compared entry with this formula, charge and spin in eV: 5.993

Molecular formula: H33O17
Method: DFT, ωB97M-V/def2-TZVPD

Structure (ORCA input):
```
! wB97M-V def2-TZVPD RIJCOSX def2/J DEFGRID3
* xyz 0 2
O -2.36 -0.56 0.27
H -1.79 -0.63 1.02
H -2.77 -1.42 0.22
O -4.21 -2.97 3.19
H -3.43 -2.44 3.39
H -3.85 -3.41 2.41
O -0.48 1.06 3.38
H 0.00 0.51 2.68
H -0.19 0.70 4.22
O -1.47 2.10 -5.55
H -1.08 2.06 -4.66
H -1.35 1.15 -5.68
O 0.26 -1.64 -3.75
H -1.36 0.33 -2.35
O 1.74 -3.31 1.15
H 1.77 -1.44 -0.93
H 1.50 -2.49 1.59
O -0.60 3.71 3.44
H 2.30 1.88 -3.28
H -1.54 3.71 3.24
O 3.52 -1.89 -1.98
H 3.35 -0.95 -1.92
H 0.60 -0.76 -3.92
O 2.91 2.32 -2.68
H -0.44 2.77 3.19
H 0.07 0.82 -1.91
O 1.88 2.66 1.63
H 1.95 2.17 0.81
H 2.79 1.66 -1.98
O 1.92 -1.68 4.01
H 1.88 -2.49 3.53
H 1.06 2.40 2.05
O -0.58 0.83 -2.60
H -4.83 -0.49 -0.44
H -0.44 4.60 1.25
O 0.58 -0.60 1.92
H 0.08 -1.41 2.11
H 0.85 -2.27 -4.16
O 1.21 -4.15 -1.74
H 0.56 -4.08 -1.06
H 1.73 -3.35 -1.78
O 1.53 -0.63 -0.47
H 0.97 -0.67 0.32
H 3.71 -2.29 -1.13
O -0.35 5.06 0.39
H 1.61 -0.86 3.63
H 0.06 5.85 0.79
O -5.56 0.09 -0.63
H -5.59 0.33 -1.56
H 2.61 -3.60 1.39
*
```

Calculated values
⟨S²⟩: 0.76
Frontier orbital gap (alpha / beta) in eV: 9.5 / 4.6
ΔE to the lowest compared entry with this formula, charge and spin in eV: 0.918

Molecular formula: H34O17
Method: DFT, ωB97M-V/def2-TZVPD

Structure (ORCA input):
```
! wB97M-V def2-TZVPD RIJCOSX def2/J DEFGRID3
* xyz 0 1
O -1.98 -0.97 1.25
H -2.63 -0.43 0.76
H -2.45 -1.48 1.88
O -1.12 -0.94 -3.25
H -0.78 -0.56 -4.05
H -0.35 -1.33 -2.81
O 2.44 2.39 -0.43
H 3.10 3.11 -0.51
H 2.14 2.57 0.45
O 1.41 -2.81 0.38
H 1.58 -2.42 1.25
H 2.29 -2.94 0.03
O -1.16 -2.58 -1.01
H -0.80 -1.80 -0.58
H -0.38 -3.11 -1.05
O 0.12 -0.25 -0.38
H 0.10 0.63 -0.75
H -0.51 -0.49 0.31
O -1.55 2.00 1.83
H -2.14 2.52 2.33
H -1.93 1.17 1.97
O 1.08 1.76 1.78
H 0.15 1.68 1.61
H 1.18 2.52 2.37
O 1.57 1.46 -3.11
H 2.07 1.96 -2.48
H 2.18 0.90 -3.54
O 1.69 -1.57 -2.41
H 1.78 -1.13 -1.58
H 2.23 -1.04 -2.99
O 1.26 -0.89 2.39
H 1.87 -0.69 3.13
H 1.18 -0.13 1.81
O -0.88 -1.53 3.84
H -0.38 -1.73 4.58
H -0.28 -1.16 3.20
O -3.68 0.55 -0.16
H -2.90 0.95 -0.49
H -4.13 1.33 0.20
O 3.18 -0.51 -0.30
H 2.69 0.28 -0.39
H 4.10 -0.16 -0.12
O -0.96 -3.84 1.71
H -0.81 -3.03 1.20
H -1.88 -4.07 1.78
O -0.36 3.76 -0.67
H -0.59 2.94 -1.10
H -0.57 4.54 -1.23
O -1.89 1.60 -1.92
H -2.52 2.20 -2.39
H -1.73 0.76 -2.34
*
```

Calculated values
Frontier orbital gap in eV: 9.3
ΔE to the lowest compared entry with this formula, charge and spin in eV: 2.150

Molecular formula: H35O17
Method: DFT, ωB97M-V/def2-TZVPD

Structure (ORCA input):
```
! wB97M-V def2-TZVPD RIJCOSX def2/J DEFGRID3
* xyz 1 1
O -3.64 -0.01 -4.06
H 1.19 -2.83 2.38
H 1.60 -3.84 1.34
O 0.86 -3.43 1.65
H 2.85 -0.40 3.13
H 0.02 2.27 -4.86
O -0.73 3.50 0.80
H 1.56 2.64 -4.75
H -1.18 3.88 0.05
O 3.38 2.18 -1.04
H 3.81 3.02 -1.15
H -3.54 2.10 3.79
O -1.69 2.65 -1.84
H -1.53 -2.38 -0.02
O -2.19 -1.06 3.34
H -2.01 -0.89 4.22
H 0.88 -0.20 4.93
O 1.74 0.35 -0.20
H 3.91 -1.12 -3.28
H 2.06 -0.12 -0.90
O -4.04 1.48 3.21
H -4.28 0.62 -3.74
H -1.12 -1.61 1.40
O 2.68 -1.37 3.36
H -1.14 -1.48 -2.02
H 3.14 -1.39 4.16
O 0.35 0.51 4.64
H 2.31 0.53 0.61
H 0.15 1.09 5.34
O -1.40 -2.32 -1.60
H 2.38 -3.03 -1.64
H -1.92 3.32 -1.24
O -0.11 -0.46 1.49
H 0.12 3.15 0.47
H -0.12 -0.44 2.43
O 2.58 -3.46 -2.43
H -3.66 -0.77 -3.48
H 2.33 -4.39 -2.78
O -1.91 -1.98 0.81
H -0.13 0.41 -0.62
H -2.69 -0.46 2.87
O -0.69 0.29 -1.39
H -1.47 2.96 -2.66
H -0.88 1.25 -1.59
O 0.69 2.86 -4.55
H -2.59 -1.27 0.55
H 2.52 2.36 -0.73
O 3.02 -0.89 -2.76
H 2.47 -0.35 -3.35
H -4.15 1.64 2.29
H -0.49 -2.52 -1.54
H 0.68 -0.59 0.93
*
```

Calculated values
Frontier orbital gap in eV: 10.6
ΔE to the lowest compared entry with this formula, charge and spin in eV: 5.592